(1)
Here is a molecular structure, C10H33AgN2O6 from OMol25. Energies are from ωB97M-V/def2-TZVPD.

Each line ends with the natural charge from an NBO analysis.
Geometry (Å):
Ag: 2.7597 -0.9902 2.1556  0.94
O: 0.6214 -0.5853 1.8886  -1.25
H: 0.1346 -0.4466 1.0529  0.48
C: -1.6282 -1.4121 -1.9500  -0.64
C: -2.4294 -1.3030 -0.6757  -0.04
C: -3.5563 -0.2598 -0.7850  -0.08
O: -2.9824 1.0404 -1.0339  -0.55
C: -3.7203 2.1014 -0.4318  -0.25
N: -2.8599 -2.6169 -0.1560  -0.86
H: -0.8606 -0.6424 -2.0312  0.21
H: -2.2433 -1.3302 -2.8461  0.22
H: -1.1632 -2.3978 -1.9360  0.23
H: -1.7979 -0.8990 0.1155  0.15
H: -4.1332 -0.3261 0.1374  0.16
H: -4.3087 -0.3594 -1.5673  0.19
H: -3.9223 1.9597 0.6299  0.16
H: -4.6917 2.2741 -0.8952  0.18
H: -3.1781 3.0412 -0.5352  0.19
H: -3.6028 -3.0037 -0.7204  0.38
H: -3.0876 -2.5023 0.8213  0.37
C: 1.7060 1.2257 -0.6112  -0.63
C: 2.6635 0.1344 -1.0109  -0.08
C: 3.3527 0.4317 -2.3646  -0.11
O: 4.0508 -0.6924 -2.9109  -0.54
C: 4.6965 -0.4185 -4.0919  -0.25
N: 3.6282 -0.0818 0.0241  -0.89
H: 2.0948 2.1405 -1.0585  0.21
H: 1.4199 1.3437 0.4339  0.23
H: 0.7995 0.9902 -1.1688  0.22
H: 1.9862 -0.7190 -1.0470  0.20
H: 3.7960 1.4237 -2.4513  0.19
H: 2.4943 0.4424 -3.0364  0.19
H: 4.0707 -0.0267 -4.8938  0.17
H: 5.0826 -1.4221 -4.2703  0.21
H: 5.5172 0.2948 -4.0156  0.17
H: 4.2101 0.7123 -0.2015  0.37
H: 4.2797 -0.7697 -0.3259  0.38
O: -0.2854 -3.0766 0.9227  -0.97
H: 0.0053 -2.1867 1.1222  0.45
H: -1.1299 -2.9613 0.4871  0.48
C: -0.6465 -0.1570 4.6649  -0.30
O: -1.1494 -0.9263 3.6997  -0.30
H: -0.9876 -0.5339 5.6291  0.26
H: 0.4403 -0.0875 4.7116  0.21
H: -1.0463 0.8540 4.5863  0.31
H: -0.5065 -0.8548 2.9903  0.52
C: -0.8775 2.5687 2.0834  -0.27
O: 0.2896 1.9215 2.6480  -0.69
H: -1.7725 2.1720 2.5626  0.16
H: -0.8388 3.6425 2.2670  0.21
H: -1.0222 2.2616 1.0476  0.19
H: 0.3292 1.0129 2.3405  0.49

Properties
2S+1: 2
Expectation value of S²: 0.75
Charge: +1
Largest force on an atom in eV/Å: 3.84
Highest occupied orbital energy (spin up / spin down) in eV: -12.152 / -12.151
HOMO-LUMO gap (spin up / spin down) in hartree: 0.301 / 0.136

(2)
Here is a molecular structure, C10H33BO5Pd from OMol25. Energies are from ωB97M-V/def2-TZVPD.

Each line ends with the natural charge from an NBO analysis.
Geometry (Å):
Pd: -0.2769 0.2078 0.3170  1.41
B: 1.1121 0.9285 2.2006  -0.88
H: 0.2103 1.4988 2.0402  -0.03
H: 1.6378 1.0466 1.2658  -0.03
H: 1.7119 1.1932 3.0575  0.04
H: 0.8587 -0.1166 2.2895  -0.02
C: -0.8036 -2.8106 -2.4670  -0.63
C: -0.9730 -1.2989 -2.7753  -0.03
O: -1.1726 -0.5865 -1.5985  -0.95
H: -0.5452 -3.2957 -3.4083  0.19
H: -1.7488 -3.2473 -2.1443  0.19
H: -0.0343 -2.9713 -1.7118  0.20
H: -1.7663 -1.1243 -3.5022  0.15
H: -0.0404 -1.0146 -3.2628  0.11
C: 2.0351 3.1377 -2.0893  -0.64
C: 0.6531 2.5998 -1.8514  -0.06
O: 0.4308 2.1171 -0.5456  -0.75
H: 2.1396 3.3677 -3.1496  0.22
H: 2.8423 2.4393 -1.8681  0.22
H: 2.1432 4.0491 -1.5013  0.20
H: 0.4775 1.7793 -2.5471  0.20
H: -0.1552 3.3211 -1.9715  0.17
H: 0.6739 2.7223 0.1588  0.51
C: 3.5361 -2.0952 -0.2792  -0.65
C: 2.6000 -0.9599 -0.6908  -0.07
O: 1.5203 -1.1840 0.1296  -0.73
H: 3.1976 -3.0445 -0.6943  0.22
H: 3.9303 -2.1251 0.7365  0.22
H: 4.5047 -1.9739 -0.7642  0.21
H: 2.2976 -1.0829 -1.7307  0.19
H: 2.9505 0.0503 -0.4795  0.18
H: 1.7958 -1.2191 1.0486  0.52
C: -3.2223 3.6552 1.3431  -0.63
C: -2.5785 2.3417 1.8719  -0.06
O: -2.2051 1.4338 0.9102  -0.74
H: -3.5300 4.1302 2.2747  0.21
H: -4.0791 3.4466 0.7024  0.21
H: -2.4955 4.3396 0.9055  0.21
H: -3.2939 1.8672 2.5436  0.15
H: -1.7556 2.5156 2.5652  0.20
H: -2.9437 1.1258 0.3798  0.50
C: -0.5150 -3.5664 1.5843  -0.64
C: -1.5943 -2.5198 1.2426  -0.08
O: -1.1478 -1.2338 1.8341  -0.77
H: 0.4063 -3.3675 1.0368  0.22
H: -0.7825 -4.6049 1.3895  0.22
H: -0.2850 -3.4963 2.6474  0.20
H: -2.5989 -2.7450 1.6007  0.17
H: -1.8036 -2.4160 0.1779  0.23
H: -1.3182 -1.2145 2.7787  0.50

Properties
2S+1: 3
Expectation value of S²: 2.00
Largest force on an atom in eV/Å: 4.58
Energy above the lowest of the compared OMol25 structures with the same formula, charge and spin in kcal per mole: 49.8
Highest occupied orbital energy (spin up / spin down) in eV: -7.767 / -7.606
HOMO-LUMO gap (spin up / spin down) in hartree: 0.309 / 0.267

(3)
Here is a molecular structure, C10H34BNOP2Sn from OMol25. Energies are from ωB97M-V/def2-TZVPD.

Each line ends with the natural charge from an NBO analysis.
Geometry (Å):
Sn: -0.1077 -0.6316 0.8634  0.88
H: -0.9915 -3.6107 -1.4450  -0.12
H: -0.4357 -0.2598 -1.4080  0.41
P: -2.7752 -0.3643 0.6385  0.97
P: 2.3049 -1.4299 -0.0284  0.97
C: 2.9514 -2.7983 1.0031  -0.93
H: 4.0088 -2.9604 0.7678  0.29
H: 2.8444 -2.5452 2.0634  0.27
H: 2.3833 -3.7122 0.7966  0.27
C: 2.6874 -1.9442 -1.7312  -0.95
H: 2.9547 -1.0737 -2.3436  0.26
H: 3.5421 -2.6332 -1.7132  0.30
H: 1.8282 -2.4593 -2.1782  0.25
C: 3.4791 -0.0804 0.3268  -0.95
H: 3.1699 0.4778 1.2283  0.26
H: 4.4816 -0.5056 0.5078  0.30
H: 3.5364 0.6314 -0.5140  0.26
C: -3.8665 -1.4748 -0.2976  -0.94
H: -4.9175 -1.1968 -0.1286  0.30
H: -3.6431 -1.4341 -1.3725  0.25
H: -3.7234 -2.5082 0.0502  0.28
C: -3.3975 -0.4965 2.3556  -0.94
H: -2.9256 0.2639 2.9933  0.27
H: -4.4877 -0.3573 2.3704  0.29
H: -3.1560 -1.4888 2.7618  0.27
C: -3.2618 1.3122 0.1569  -0.96
H: -3.2330 1.4431 -0.9413  0.25
H: -4.2948 1.5200 0.5011  0.30
H: -2.5909 2.0706 0.6057  0.26
H: -1.3773 0.4502 -2.6842  0.46
H: 0.2639 0.1084 -2.9555  0.46
H: -0.0726 -2.1693 -3.5451  -0.04
H: -2.1331 -1.7820 -3.1696  -0.05
B: -0.9878 -1.5035 -3.2017  0.64
N: -0.6104 -0.1981 -2.5097  -1.02
H: -1.1317 -4.3233 -1.9303  0.13
H: 0.1519 -0.7069 2.6203  -0.10
C: 1.8159 3.5528 0.4140  -0.44
C: 1.0962 3.5353 1.7820  -0.44
C: 0.3336 2.2055 1.8196  -0.09
O: 0.3678 1.7100 0.4596  -0.62
C: 1.0216 2.6043 -0.4538  -0.07
H: 1.8938 4.5609 0.0156  0.28
H: 2.8348 3.1787 0.5428  0.22
H: 0.3555 4.3632 1.8222  0.24
H: 1.7782 3.6468 2.6379  0.27
H: 0.8323 1.4943 2.4910  0.19
H: -0.7115 2.3363 2.1513  0.21
H: 0.2506 3.1486 -1.0374  0.21
H: 1.6639 2.0339 -1.1581  0.19

Properties
2S+1: 2
Expectation value of S²: 0.76
Charge: +3
Largest force on an atom in eV/Å: 3.10
Energy above the lowest of the compared OMol25 structures with the same formula, charge and spin in kcal per mole: 0.0
Highest occupied orbital energy (spin up / spin down) in eV: -17.119 / -20.029
HOMO-LUMO gap (spin up / spin down) in hartree: 0.224 / 0.310

Q: Which value of expectation value of S² does entry 2 give?
A: 2.00

Q: Which formula does entry 1 have?
A: C10H33AgN2O6